The following is a quantum chemistry calculation of 12 unconnected molecules or ions with the total composition C48H114N6O24S6, from the Open Molecules 2025 dataset.

SMILES ... O=S1(=O)OCCO1.O=S1(=O)OCCO1.O=S1(=O)OCCO1.O=S1(=O)OCCO1.O=S1(=O)OCCO1.O=S1(=O)OCCO1.CCN(CC)CC.CCN(CC)CC.CCN(CC)CC.CCN(CC)CC.CCN(CC)CC.CCN(CC)CC
HOMO-LUMO gap ... 0.2773 Ha

```
! wB97M-V def2-TZVPD RIJCOSX def2/J DEFGRID3
* xyz 0 1
O -21.7831 13.4637 -30.7842
S -21.9803 13.4319 -29.3494
O -22.9301 14.3959 -28.7617
O -22.3444 11.8977 -28.8405
C -21.2107 11.0388 -28.7499
C -20.1698 12.1236 -28.1946
O -20.4770 13.4254 -28.5845
H -21.3532 10.1560 -28.1267
H -20.9036 10.5928 -29.6959
H -19.1231 11.8788 -28.3752
H -20.2614 12.0296 -27.1125
O -21.5216 20.5322 -32.0816
S -21.2682 19.0994 -31.9952
O -19.8907 18.7552 -31.8722
O -22.1114 18.3955 -30.7616
C -22.3514 17.0315 -31.0745
C -22.4491 16.8753 -32.6292
O -22.0604 18.1596 -33.0944
H -21.4583 16.4988 -30.7479
H -23.2763 16.6756 -30.6206
H -23.4253 16.8630 -33.1140
H -21.7449 16.1653 -33.0628
O -27.1038 14.3435 -32.6588
S -26.2271 14.5280 -31.4013
O -25.4770 15.7439 -31.2532
O -27.0846 14.1198 -30.1146
C -26.9291 12.7759 -29.8012
C -25.4749 12.4413 -30.0906
O -25.1685 13.2635 -31.2656
H -27.2081 12.4528 -28.7983
H -27.6089 12.1933 -30.4229
H -25.2740 11.3895 -30.2944
H -24.8459 12.7796 -29.2671
O -24.6451 15.1135 -34.0536
S -24.2877 14.9868 -35.4851
O -24.3918 13.6712 -36.1591
O -25.1310 16.0733 -36.4058
C -24.3644 16.4378 -37.5902
C -22.9279 16.5240 -37.0455
O -22.8451 15.6796 -35.8901
H -24.3711 15.5872 -38.2718
H -24.6258 17.3665 -38.0974
H -22.5842 17.5092 -36.7305
H -22.3074 16.0784 -37.8230
O -19.8526 17.9506 -37.8954
S -18.4816 17.7245 -37.3669
O -17.3770 17.4713 -38.3189
O -18.0159 18.9708 -36.4031
C -18.3811 18.6726 -35.0707
C -18.6439 17.1787 -34.9093
O -18.4867 16.5878 -36.1578
H -17.6372 19.0132 -34.3506
H -19.2244 19.3480 -34.9260
H -19.6809 17.0078 -34.6204
H -17.9732 16.6884 -34.2037
O -19.4277 14.7495 -32.1287
S -19.2416 13.3177 -32.4575
O -20.1120 12.6605 -33.4076
O -17.6079 13.1132 -32.7881
C -16.8081 12.8731 -31.6846
C -17.7798 12.5449 -30.5365
O -19.1000 12.4528 -31.0574
H -16.2841 11.9431 -31.9052
H -16.1276 13.6692 -31.3826
H -17.7446 13.3615 -29.8155
H -17.4787 11.6807 -29.9444
C -26.3729 21.8815 -27.5757
C -25.1308 22.5707 -27.1592
N -23.9419 21.6924 -27.0166
C -24.1076 20.6395 -25.9959
C -24.3818 21.1009 -24.5577
C -23.4147 21.1882 -28.3133
C -21.9073 20.8760 -28.2653
H -26.2358 21.2835 -28.4766
H -27.1562 22.6369 -27.5124
H -26.6093 21.1606 -26.7931
H -24.8421 23.3236 -27.8926
H -25.1556 23.1389 -26.2293
H -24.8957 19.9308 -26.2506
H -23.1612 20.1000 -25.9613
H -25.2747 21.7094 -24.4145
H -24.4962 20.3235 -23.8024
H -23.5582 21.7137 -24.1913
H -23.5658 21.9592 -29.0689
H -24.0546 20.3747 -28.6553
H -21.5572 21.0367 -29.2849
H -21.8662 19.8525 -27.8925
H -21.3584 21.5888 -27.6500
C -28.5592 15.4096 -27.3494
C -27.4826 14.7865 -26.4299
N -26.3053 15.6752 -26.3261
C -25.5070 15.7814 -27.5201
C -24.4769 16.9164 -27.6616
C -25.4431 15.2009 -25.2605
C -26.0155 15.5343 -23.8655
H -28.2454 15.2130 -28.3745
H -28.6847 16.4898 -27.2752
H -29.5369 14.9358 -27.2611
H -27.8900 14.5296 -25.4521
H -27.1742 13.8169 -26.8209
H -25.0533 14.8009 -27.6648
H -26.2160 15.9178 -28.3366
H -24.3622 17.2176 -28.7029
H -24.7651 17.7130 -26.9758
H -23.4609 16.6036 -27.4205
H -24.5511 15.8235 -25.1908
H -25.1079 14.1713 -25.3854
H -26.9794 15.0297 -23.7985
H -26.3362 16.5755 -23.8319
H -25.3614 15.3341 -23.0169
C -26.3033 20.2015 -31.1310
C -25.3071 19.5479 -32.1008
N -25.7275 19.8693 -33.4943
C -25.6720 18.6832 -34.3734
C -26.7590 17.6438 -34.0586
C -24.8557 20.8736 -34.1401
C -25.1003 22.2805 -33.5653
H -27.3107 19.9737 -31.4793
H -26.0087 21.2472 -31.2186
H -26.2754 19.7877 -30.1229
H -24.2898 19.7940 -31.7963
H -25.4443 18.4754 -31.9628
H -25.8382 18.9150 -35.4255
H -24.7414 18.1180 -34.3221
H -26.2648 16.9870 -33.3428
H -27.7209 17.9463 -33.6446
H -26.8674 17.1606 -35.0297
H -24.8674 20.8088 -35.2282
H -23.8318 20.6265 -33.8598
H -24.7065 22.9956 -34.2876
H -24.6688 22.4267 -32.5751
H -26.1497 22.5719 -33.5200
C -20.1907 26.6038 -31.9594
C -21.2546 26.1116 -33.0334
N -22.6196 25.8866 -32.5344
C -22.7308 24.8988 -31.4706
C -21.9216 23.5984 -31.5804
C -23.2474 27.1331 -32.1353
C -24.7801 26.9379 -32.0312
H -19.1834 26.5912 -32.3757
H -20.2254 25.9020 -31.1261
H -20.5068 27.5593 -31.5409
H -21.1915 26.7872 -33.8864
H -20.8748 25.2095 -33.5128
H -23.7836 24.6355 -31.5724
H -22.4963 25.4948 -30.5886
H -22.5795 22.8414 -31.1535
H -20.9600 23.6019 -31.0671
H -21.7105 23.2472 -32.5905
H -22.8749 27.5062 -31.1812
H -23.1523 27.7872 -33.0020
H -25.1980 26.1353 -32.6389
H -25.0316 26.8475 -30.9745
H -25.3194 27.8091 -32.4032
C -13.8881 19.0657 -32.8344
C -14.5454 17.9788 -31.8793
N -15.5187 18.5175 -30.8883
C -16.2362 17.3587 -30.2261
C -17.2405 16.7007 -31.2389
C -14.8435 19.3724 -29.9684
C -13.8260 18.6563 -29.0850
H -13.1280 18.5266 -33.3998
H -13.3812 19.8892 -32.3313
H -14.5923 19.4940 -33.5477
H -15.0422 17.3717 -32.6360
H -13.7392 17.3509 -31.4999
H -15.6273 16.6062 -29.7251
H -16.8503 17.8831 -29.4939
H -16.7068 15.9013 -31.7529
H -18.1193 16.2505 -30.7772
H -17.5121 17.4172 -32.0142
H -15.6657 19.8197 -29.4098
H -14.2485 20.0303 -30.6018
H -14.3135 17.8871 -28.4860
H -13.3792 19.2796 -28.3104
H -12.9814 18.2752 -29.6591
C -16.8061 26.2871 -30.0400
C -16.0781 25.5073 -31.1324
N -16.4169 24.0626 -30.9211
C -15.3431 23.2892 -31.5865
C -14.0158 23.2772 -30.9075
C -17.5569 23.7403 -31.7384
C -18.1033 22.3393 -31.4497
H -16.6502 27.3648 -30.0890
H -16.4743 25.8347 -29.1055
H -17.8649 26.1220 -30.2394
H -16.4118 25.7715 -32.1358
H -15.0201 25.7511 -31.0361
H -15.6014 22.2337 -31.6716
H -15.2209 23.7161 -32.5819
H -14.1232 23.0665 -29.8434
H -13.3456 22.5160 -31.3068
H -13.4752 24.2227 -30.8623
H -17.3067 23.8999 -32.7872
H -18.2421 24.4844 -31.3321
H -17.6046 21.6162 -32.0951
H -19.1883 22.2956 -31.5447
H -17.9525 21.9310 -30.4504
*
```


The following is a quantum chemistry calculation of 13 unconnected molecules or ions with the total composition C46H125N7O13, from the Open Molecules 2025 dataset.

HOMO-LUMO gap ... 0.3334 Ha

```
! wB97M-V def2-TZVPD RIJCOSX def2/J DEFGRID3
* xyz 0 1
C 6.4380 1.3382 -0.6884
C 5.0524 1.1360 -1.2855
C 3.9207 1.6733 -0.4127
O 4.0379 1.0230 0.8376
C 3.5380 1.8105 1.8979
N 4.9484 1.5671 -2.6492
H 7.1856 1.1382 -1.4561
H 6.6491 0.6581 0.1368
H 6.6996 2.3498 -0.3782
H 4.8437 0.0733 -1.4089
H 2.9506 1.3899 -0.8208
H 3.9148 2.7633 -0.4074
H 4.1548 2.7075 1.9531
H 3.6222 1.2876 2.8506
H 2.5045 2.0860 1.6883
H 5.5887 1.1368 -3.3011
H 4.0820 1.1540 -2.9636
C -0.5705 -5.6271 2.8220
C -0.0972 -5.5032 4.3050
C 1.4796 -5.5310 4.5016
O 1.8191 -5.8621 5.8015
C 3.1938 -5.8157 6.0905
N -0.6213 -4.3442 4.9898
H 0.0210 -6.3322 2.2380
H -0.3550 -4.6980 2.2944
H -1.6334 -5.8410 2.7103
H -0.4652 -6.3963 4.8100
H 1.8674 -4.5479 4.2348
H 1.9063 -6.2645 3.8175
H 3.3780 -6.2696 7.0643
H 3.4184 -4.7592 6.2366
H 3.8843 -6.2755 5.3834
H -0.2006 -4.4501 5.9019
H -1.6004 -4.5349 5.1482
C -4.4735 4.5039 0.1372
C -4.1012 3.0373 -0.0241
C -4.7509 2.3970 -1.2340
O -6.1386 2.6452 -1.3843
C -7.0133 2.0321 -0.3882
N -2.6936 2.8769 -0.2177
H -5.5277 4.6804 0.3507
H -4.2076 5.1183 -0.7230
H -3.9072 4.9154 0.9727
H -4.3708 2.3874 0.8084
H -4.5777 1.3216 -1.1922
H -4.2656 2.7072 -2.1594
H -8.0070 2.4539 -0.5389
H -6.7218 2.2391 0.6414
H -7.1018 0.9627 -0.5797
H -2.4925 1.8966 -0.3541
H -2.4061 3.3100 -1.0837
C -2.4373 -4.4226 -2.3205
C -2.2893 -5.9409 -2.3335
C -0.7574 -6.3838 -2.5730
O 0.1769 -5.9034 -1.5857
C 1.5562 -6.0857 -1.8978
N -2.7955 -6.4666 -1.0635
H -3.4990 -4.1802 -2.2735
H -2.0191 -4.0270 -3.2460
H -1.9363 -3.9276 -1.4885
H -2.8915 -6.2456 -3.1894
H -0.4011 -6.1040 -3.5644
H -0.6785 -7.4705 -2.6021
H 1.8371 -5.3089 -2.6091
H 1.7565 -7.0959 -2.2548
H 2.1131 -5.9259 -0.9745
H -2.0944 -6.0545 -0.4646
H -2.6489 -7.4575 -0.9347
C 1.5839 -1.5554 4.2902
C 0.4819 -0.7226 4.9816
C 0.3792 0.7300 4.5469
O 1.5678 1.4522 4.7240
C 1.8268 1.9515 6.0111
N -0.8252 -1.3625 4.6953
H 1.7807 -2.4003 4.9503
H 2.4837 -0.9574 4.1462
H 1.2390 -1.9435 3.3318
H 0.6008 -0.7195 6.0651
H -0.5199 1.1674 4.9811
H 0.1591 0.7735 3.4802
H 0.9749 2.5946 6.2323
H 2.6781 2.5936 5.7852
H 2.1293 1.1450 6.6789
H -0.9774 -1.2877 3.6997
H -0.6730 -2.3407 4.8954
C 1.5764 -1.8600 -2.3964
C 2.6732 -1.3279 -3.4127
C 2.5161 -2.0800 -4.7980
O 2.4889 -3.5349 -4.7395
C 2.3827 -4.1997 -6.0237
N 2.5061 0.1063 -3.5567
H 1.6960 -2.9217 -2.1806
H 0.5806 -1.7078 -2.8127
H 1.7572 -1.3375 -1.4570
H 3.6453 -1.4334 -2.9310
H 3.3777 -1.8103 -5.4087
H 1.5823 -1.7139 -5.2246
H 3.2306 -3.9807 -6.6728
H 1.4536 -3.9646 -6.5429
H 2.2884 -5.2792 -5.9053
H 1.5213 0.2904 -3.4286
H 2.6961 0.3367 -4.5215
C -0.1827 7.0878 -3.7857
C -0.2041 5.8738 -4.6916
C -0.2262 4.5091 -3.9668
O 0.9599 4.3190 -3.1567
C 0.8200 3.0488 -2.4946
N -1.3323 6.0015 -5.6174
H -0.2123 8.0616 -4.2744
H 0.5598 7.0033 -2.9921
H -1.1574 7.0351 -3.3007
H 0.7199 5.8572 -5.2696
H -0.3968 3.7214 -4.7007
H -1.0539 4.4514 -3.2600
H 0.1101 3.0423 -1.6675
H 1.7627 2.8758 -1.9755
H 0.7379 2.1666 -3.1295
H -1.1879 6.8868 -6.0816
H -2.1512 6.1847 -5.0553
C -4.3816 -2.7025 -0.0171
C -4.8741 -1.9354 1.2053
C -4.3814 -2.5458 2.5314
O -4.4113 -0.6242 1.1454
H -3.2995 -2.7957 -0.1090
H -4.6867 -2.2400 -0.9558
H -4.8246 -3.6980 -0.0478
H -5.9621 -1.8682 1.2085
H -3.3050 -2.3780 2.5686
H -4.5701 -3.6130 2.6479
H -4.7702 -2.0783 3.4360
H -4.8124 -0.1874 1.9003
C -0.4458 4.9157 3.9672
C -1.1012 3.9540 3.0160
C -2.3378 3.2334 3.6310
O -1.4217 4.6932 1.8753
H -1.1958 5.5718 4.4089
H 0.2871 5.5329 3.4475
H 0.0067 4.4327 4.8332
H -0.3292 3.2547 2.6951
H -2.7244 2.4979 2.9255
H -3.1026 3.9806 3.8428
H -2.1649 2.7838 4.6088
H -1.6977 4.0570 1.2114
C 5.0584 -2.2904 1.6126
C 3.8157 -2.3445 0.6678
C 3.0006 -3.6031 0.9529
O 2.9349 -1.3312 1.0805
H 5.7964 -3.0061 1.2505
H 4.8076 -2.5278 2.6464
H 5.5512 -1.3213 1.5348
H 4.2118 -2.3374 -0.3477
H 3.5921 -4.4985 0.7617
H 2.1709 -3.6222 0.2463
H 2.6433 -3.6361 1.9822
H 3.4007 -0.4931 1.0330
C -0.6912 -1.7530 0.5389
C -0.8787 -0.2406 0.6167
C 0.1859 0.6804 0.0141
O -2.0340 0.0052 -0.2102
H -1.5061 -2.2170 1.0947
H 0.2567 -2.0904 0.9581
H -0.6577 -2.0771 -0.5013
H -1.0029 0.1283 1.6349
H 0.2846 0.4465 -1.0459
H 1.1807 0.5407 0.4372
H -0.0178 1.7379 0.1825
H -2.8299 -0.2073 0.2827
C 1.6587 7.6178 -0.3140
C 0.5738 6.5206 0.0754
C 1.0934 5.1068 0.1757
O 0.1266 6.8733 1.3414
H 1.7713 7.6201 -1.3982
H 2.6407 7.4026 0.1073
H 1.4252 8.6505 -0.0552
H -0.2807 6.6947 -0.5785
H 0.2396 4.4396 0.0580
H 1.5939 4.9422 1.1299
H 1.9088 4.8776 -0.5104
H -0.5679 6.2673 1.6099
C -3.3679 -0.0355 -3.7624
C -1.8821 -0.0352 -4.1023
C -1.6371 0.8440 -5.3247
O -1.1792 0.4761 -3.0221
H -3.9494 -0.6462 -4.4530
H -3.8022 0.9588 -3.6582
H -3.4596 -0.4966 -2.7790
H -1.5479 -1.0517 -4.3103
H -1.8703 1.9060 -5.2479
H -2.3450 0.5127 -6.0845
H -0.6567 0.6991 -5.7783
H -1.4703 0.1222 -2.1785
*
```


The following is a quantum chemistry calculation of a gas-phase ion, C9H13N2 (charge +1), from the Open Molecules 2025 dataset.

SMILES ... C/N=C/Cc1ccc[n+](C)c1
HOMO-LUMO gap ... 0.3102 Ha

```
! wB97M-V def2-TZVPD RIJCOSX def2/J DEFGRID3
* xyz 1 1
C 2.7910 -1.7015 1.0145
N 2.0796 -0.4894 0.5930
C 2.2743 0.7136 0.8708
C 1.2583 1.6704 0.2714
C 0.0313 0.8759 0.1277
C -0.4707 0.1247 1.2662
C -1.6451 -0.5843 1.1679
C -2.3553 -0.5797 -0.0491
N -1.8231 0.0281 -1.0428
C -2.4933 0.0059 -2.3740
C -0.7565 0.8010 -0.9818
H 2.0557 -2.5041 0.8946
H 3.6076 -1.8232 0.3308
H 3.0898 -1.4326 2.0821
H 3.0966 1.1688 1.3876
H 1.6282 2.0904 -0.5881
H 1.1382 2.4835 1.0243
H 0.0743 0.0172 2.1458
H -2.0930 -1.1118 1.9814
H -3.1694 -1.1941 -0.2167
H -2.0800 -0.8630 -3.0273
H -3.5699 -0.0920 -2.1098
H -2.1122 0.9709 -2.7928
H -0.5562 1.4255 -1.9757
*
```


The following is a quantum chemistry calculation of a gas-phase ion, C7H11N2O3 (charge +1), from the Open Molecules 2025 dataset.

HOMO-LUMO gap (alpha / beta) ... 0.2976 / 0.2974 Ha

```
! wB97M-V def2-TZVPD RIJCOSX def2/J DEFGRID3
* xyz 1 1
C -0.4993 -0.8556 -1.3433
C -1.6536 1.2519 1.0958
C 0.7683 -1.7506 -1.3722
C 1.2893 -0.5255 1.3410
C -0.2304 -0.5928 1.4716
C 1.8511 -0.2506 -0.0054
C -0.2873 0.4521 -0.6998
N -0.8210 0.3917 0.5924
N -0.4518 1.7784 -1.3760
O -1.5762 -1.1289 -1.8078
O -2.2078 2.2424 0.3986
O 1.9470 -1.0943 -1.0173
H -1.9583 1.1796 2.1164
H 0.4264 -2.4538 -0.5746
H 0.8763 -2.2674 -2.2510
H 1.5429 0.3460 1.9378
H 1.7691 -1.4016 1.9104
H -0.7759 -1.3899 1.1316
H -0.5663 -0.3518 2.4602
H 2.7597 0.2867 0.0824
H -1.6887 2.3147 -0.5332
H -0.9684 1.6090 -2.1768
H 0.4551 2.2104 -1.3809
*
```


Values of max |F|, in order: 6.068 3.130 4.103 3.981, all in eV/Å.
Values of DFT total energy, in order: -174703.498 -86772.527 -12515.720 -16549.526, all in eV.